Record 1
A single C3H5NO2 molecule in a non-equilibrium geometry, computed with ωB97M-V/def2-TZVPD.

Geometry as XYZ:
```
11
Properties=species:S:1:pos:R:3:lowdin_charge:R:1
C -0.7445 0.4844 0.4260 -0.18
C -0.8338 -0.6572 -0.3853 -0.20
C 1.5917 0.3524 -0.0170 -0.16
H -0.4570 0.2811 1.4653 0.13
H -1.5184 1.3335 0.4791 0.15
H -1.8342 -1.2589 -0.0642 0.17
H -1.0035 -0.4663 -1.4931 0.15
H 2.5221 0.9798 -0.1847 0.15
N 1.5738 -0.8470 0.0746 0.06
O 0.3265 -1.4796 0.0302 -0.12
O 0.3772 1.2776 -0.3309 -0.14
```

Results
multiplicity	1
total charge	0
structure (SMILES)	C1=NOCCO1
Kohn-Sham gap	10.88	eV
relative energy (zero: lowest compared OMol25 entry of this formula, charge and spin)	4.896	eV

Record 2
A 4-piece molecular cluster, C34H71N7O5S overall in a non-equilibrium geometry, computed with ωB97M-V/def2-TZVPD.

Geometry as XYZ:
```
118
Properties=species:S:1:pos:R:3:mulliken_spin:R:1
C 2.8909 -5.9982 -5.4077 0.00
C 2.1427 -6.3007 -4.1035 0.00
N 0.8076 -5.7168 -4.0061 0.00
C 0.6313 -4.3919 -3.5001 0.00
C 1.0484 -3.3263 -4.5405 0.00
N 1.4290 -2.0077 -3.9572 -0.01
C 2.5207 -2.1930 -3.1249 0.00
N 3.4268 -1.2636 -3.0371 0.00
N 2.6786 -3.3655 -2.4189 0.00
C 1.3468 -3.9592 -2.1865 0.00
S 1.4748 -5.1985 -0.8590 0.00
C 0.9772 -4.3076 0.5708 0.01
O 2.8694 -5.5242 -0.7505 0.00
O 0.5262 -6.2440 -1.1141 0.00
H 3.6103 -6.7956 -5.5977 0.00
H 3.4830 -5.0792 -5.3575 0.00
H 2.1928 -5.9418 -6.2417 0.00
H 2.0000 -7.3794 -4.0571 0.00
H 2.7797 -6.0716 -3.2370 0.00
H 0.1373 -6.3608 -3.6189 0.00
H -0.4357 -4.2618 -3.3053 0.00
H 0.2189 -3.1345 -5.2175 0.00
H 1.8797 -3.6711 -5.1496 0.00
H 0.6361 -1.6064 -3.4538 0.00
H 4.3287 -1.4495 -2.6158 0.00
H 3.2430 -0.3476 -3.4281 0.00
H 3.2882 -4.0022 -2.9333 0.00
H 0.7432 -3.1524 -1.7666 0.00
H 1.4355 -3.3197 0.6037 -0.01
H -0.1103 -4.2659 0.5931 0.00
H 1.3147 -4.9082 1.4155 0.00
C -0.5209 4.1992 -5.7737 0.01
C -0.0100 3.0461 -4.8951 0.02
C 1.4254 2.6720 -5.2732 0.03
C 1.5426 1.9260 -6.6026 -0.02
C 0.6036 0.7212 -6.6306 0.02
C -0.8493 1.0547 -6.2997 0.00
N -0.8777 1.8269 -5.0158 0.42
O -0.7485 1.0501 -3.9991 0.49
C -1.5193 1.8156 -7.4512 0.02
C -1.6522 -0.2305 -6.1230 -0.01
C -0.0606 3.5408 -3.4533 0.00
H -0.1851 4.1438 -6.8055 0.00
H -1.6098 4.2428 -5.7651 -0.01
H -0.1467 5.1421 -5.3768 0.00
H 1.8305 2.0348 -4.4771 0.01
H 2.0315 3.5804 -5.2880 0.00
H 1.3338 2.5893 -7.4449 0.00
H 2.5740 1.5921 -6.7325 0.00
H 0.6514 0.2382 -7.6097 0.00
H 0.9548 -0.0161 -5.8990 0.01
H -2.5016 2.1813 -7.1512 -0.01
H -1.6551 1.1344 -8.2910 0.00
H -0.9397 2.6543 -7.8222 0.00
H -1.2103 -0.8882 -5.3767 0.01
H -1.6786 -0.7603 -7.0756 0.00
H -2.6769 -0.0133 -5.8213 0.00
H -1.0854 3.7630 -3.1547 0.00
H 0.5262 4.4564 -3.3784 0.00
H 0.3489 2.8148 -2.7554 0.00
C 0.4032 -0.3802 5.0405 0.07
C 1.6688 -1.1370 4.6157 -0.02
C 2.8470 -0.7692 5.5229 0.03
C 3.3772 0.6433 5.2803 -0.02
C 3.7195 0.8546 3.8068 0.02
C 2.5596 0.5229 2.8627 0.00
N 2.0304 -0.8424 3.1875 0.39
O 2.7655 -1.7673 2.6814 0.55
C 1.4620 1.5931 2.9492 0.04
C 3.0457 0.5261 1.4164 -0.02
C 1.3581 -2.6246 4.7418 -0.02
H 0.5902 0.6377 5.3688 0.00
H -0.3307 -0.3441 4.2366 -0.03
H -0.0627 -0.8895 5.8841 0.00
H 3.6583 -1.4858 5.3600 0.00
H 2.5283 -0.8827 6.5614 0.00
H 2.6515 1.3888 5.6141 0.00
H 4.2719 0.8008 5.8846 0.00
H 4.0236 1.8892 3.6299 0.00
H 4.5761 0.2241 3.5483 0.00
H 0.5729 1.2847 2.3972 -0.01
H 1.8365 2.5153 2.5028 0.00
H 1.1602 1.8366 3.9617 0.00
H 3.8846 -0.1504 1.2688 0.00
H 3.3671 1.5359 1.1580 0.00
H 2.2385 0.2369 0.7389 0.00
H 0.5480 -2.9098 4.0675 0.00
H 1.0390 -2.8278 5.7639 0.00
H 2.2249 -3.2443 4.5258 0.00
C -5.7004 1.4733 5.3649 0.01
C -4.2101 1.5266 5.7396 0.01
C -3.9623 2.5956 6.8081 0.03
C -4.0639 4.0232 6.2742 -0.02
C -3.1504 4.2200 5.0660 0.03
C -3.3825 3.1903 3.9563 0.02
N -3.3476 1.8097 4.5429 0.40
O -2.1428 1.4067 4.7248 0.52
C -4.7065 3.4655 3.2315 0.01
C -2.2857 3.2997 2.9019 -0.01
C -3.8471 0.1482 6.2826 -0.01
H -6.1781 2.4487 5.3377 0.00
H -5.8438 0.9898 4.3982 -0.01
H -6.2345 0.8881 6.1129 0.00
H -2.9633 2.4465 7.2299 0.01
H -4.6751 2.4405 7.6214 0.00
H -5.0978 4.2659 6.0164 0.00
H -3.7776 4.7226 7.0613 0.00
H -3.2848 5.2189 4.6442 0.00
H -2.1085 4.1534 5.3952 0.01
H -4.9469 2.6525 2.5453 -0.01
H -4.6035 4.3808 2.6483 0.00
H -5.5509 3.6142 3.8963 0.00
H -1.2934 3.1978 3.3345 0.01
H -2.3540 4.2790 2.4266 0.00
H -2.4077 2.5338 2.1340 0.00
H -3.9746 -0.6177 5.5160 0.00
H -4.5105 -0.0843 7.1160 0.00
H -2.8219 0.1087 6.6414 0.01
```

Results
multiplicity	4
total charge	+1
Kohn-Sham gap (alpha / beta)	6.21 / 7.30	eV
⟨S²⟩	3.76

Record 3
A 3-piece molecular cluster, C21H18Cl2FN2OS overall in a non-equilibrium geometry, computed with ωB97M-V/def2-TZVPD.

Geometry as XYZ:
```
46
Properties=species:S:1:pos:R:3:lowdin_charge:R:1
Cl -3.7084 3.6582 1.4292 0.70
C -2.5108 3.8961 2.6469 -0.72
N -1.3684 3.1841 2.6515 0.07
F -0.7222 1.2450 0.5218 -0.38
C -0.4820 3.4696 3.6228 -0.72
Cl 1.0365 2.6598 3.7144 0.68
C -0.7312 4.4127 4.6083 -0.11
C -1.9112 5.1250 4.6289 -0.04
C -2.8010 4.8473 3.6129 -0.11
H 0.0320 4.5374 5.3262 0.09
H -2.1249 5.8620 5.3929 0.12
H -3.7367 5.3274 3.5100 0.09
C -0.6941 2.2074 -1.1001 -0.13
O -0.3940 1.0862 -1.9414 -0.08
C -0.2992 -0.1337 -1.3145 -0.17
C -1.5006 -0.9636 -1.3116 -0.18
C -1.8666 -1.7098 -0.1632 -0.02
C -2.9943 -2.5503 -0.2159 -0.04
C -3.7181 -2.6767 -1.4177 -0.03
C -3.3133 -1.9762 -2.5687 -0.05
C -2.2197 -1.1217 -2.5245 0.00
C 0.9953 -0.6262 -1.0573 -0.24
N 1.4704 -1.9228 -1.1499 -0.04
C 0.5746 -3.0437 -1.4369 0.03
C 2.8713 -2.0903 -1.1090 -0.19
C 3.5257 -0.8464 -1.2233 -0.43
C 4.9189 -0.7522 -1.1557 -0.06
C 5.6730 -1.9005 -0.9212 -0.03
C 5.0345 -3.1456 -0.7954 -0.03
C 3.6397 -3.2641 -0.9142 0.02
S 2.3961 0.4575 -1.4471 1.25
H -0.7742 3.0998 -1.7637 0.11
H -1.6637 2.0766 -0.6185 0.10
H 0.1446 2.3653 -0.4210 0.10
H -1.1875 -1.7112 0.6996 0.14
H -3.2674 -3.1228 0.6756 0.12
H -4.6017 -3.3022 -1.4543 0.11
H -3.8637 -2.0940 -3.4950 0.11
H -1.8310 -0.6679 -3.4429 0.14
H 1.2243 -3.8917 -1.6877 0.10
H -0.0379 -3.3320 -0.5649 0.11
H -0.1137 -2.8192 -2.2875 0.13
H 5.3663 0.2422 -1.2507 0.13
H 6.7547 -1.8244 -0.8224 0.13
H 5.6424 -4.0308 -0.6090 0.12
H 3.1370 -4.2392 -0.8560 0.12
```

Results
multiplicity	1
total charge	+1
Kohn-Sham gap	4.48	eV
relative energy (zero: lowest compared OMol25 entry of this formula, charge and spin)	1.745	eV

Record 4
A 3-piece molecular cluster, C11H22N2O9P2 overall in a non-equilibrium geometry, computed with ωB97M-V/def2-TZVPD.

Geometry as XYZ:
```
46
Properties=species:S:1:pos:R:3:lowdin_charge:R:1
C -1.0778 -0.9771 -4.4035 0.00
C 0.0822 -1.2150 -3.7769 -0.12
C 0.7211 -0.2964 -2.7049 -0.41
P -0.3825 -0.5593 -1.2041 0.61
O 0.0729 0.1907 -0.0009 -0.28
O -0.3184 -2.1699 -0.7734 -0.14
O -1.9497 -0.1378 -1.4740 -0.18
O 1.9957 -0.7231 -2.1710 0.04
C 2.6998 0.4245 -1.7456 -0.49
O 3.7835 0.4693 -1.3538 0.23
O 1.8335 1.5293 -1.9070 0.03
C 1.1370 1.1493 -3.0961 -0.33
P -0.0728 2.3357 -3.8777 0.77
O 0.6000 3.6807 -3.9105 -0.46
H -1.2683 -1.5186 -5.3574 0.08
H -1.8569 -0.2564 -4.0857 0.07
H 0.6403 -2.1370 -4.0628 0.13
H -1.0185 -2.3664 -0.1293 0.07
H -2.4559 -0.5594 -0.7331 0.05
H 1.9781 1.0090 -3.8360 0.17
H -1.2774 2.4996 -3.1429 0.04
H -0.2786 1.9575 -5.2449 0.04
C -4.9177 0.2003 0.7435 -0.31
O -4.1058 0.2891 -0.1646 0.00
N -4.6124 -0.0564 2.0306 -0.19
C -5.6285 -0.1476 3.0615 -0.05
C -3.2181 -0.2475 2.3960 -0.03
H -5.9978 0.3289 0.5718 0.14
H -5.4341 0.6076 3.8258 0.09
H -5.5926 -1.1402 3.5153 0.09
H -6.6204 0.0169 2.6425 0.09
H -2.6505 0.6490 2.1410 0.10
H -2.8088 -1.0891 1.8326 0.08
H -3.1297 -0.4454 3.4623 0.09
C 4.7409 -0.8056 3.9873 -0.36
O 4.9113 -2.0064 4.0826 0.00
N 4.3100 -0.1650 2.8771 -0.20
C 4.1295 1.2724 2.8366 -0.06
C 4.0182 -0.9422 1.6856 -0.03
H 4.9324 -0.1219 4.8320 0.13
H 3.0864 1.4980 2.6030 0.09
H 4.7733 1.6947 2.0617 0.09
H 4.3851 1.7213 3.7961 0.08
H 3.2396 -1.6724 1.9148 0.10
H 4.9180 -1.4769 1.3759 0.10
H 3.6842 -0.2912 0.8807 0.06
```

Results
multiplicity	1
total charge	0
structure (SMILES)	C=C[C@@]1(P(=O)(O)O)OC(=O)O[C@@H]1[PH2]=O.CN(C)C=O.CN(C)C=O
Kohn-Sham gap	8.97	eV